Record 1
16
Properties=species:S:1:pos:R:3:nbo_charge:R:1 method="wB97M-V/def2-TZVPD" energy_ha=-359.15030 total_charge=0 homo_energy_ev=-8.58 smiles="NNC=O.C=NC" e_above_lowest_kj_mol=247.2 max_force_ev_per_a=2.23 multiplicity=1
N 1.988 -1.441 -0.690 -0.6611
N 1.424 -0.354 0.014 -0.4808
C 2.012 0.872 0.001 0.4895
O 3.187 1.034 -0.270 -0.6405
H 2.425 -2.067 -0.008 0.3454
H 2.755 -1.075 -1.257 0.3712
H 0.457 -0.499 0.311 0.4234
H 1.397 1.641 0.503 0.1152
C -1.699 0.416 -1.115 -0.0270
N -1.255 0.095 0.024 -0.4271
C -2.068 0.120 1.198 -0.4399
H -2.767 0.588 -1.282 0.1441
H -1.080 0.322 -1.994 0.1856
H -1.763 0.961 1.824 0.2150
H -1.872 -0.796 1.755 0.2098
H -3.142 0.182 0.985 0.1771

Record 2
16
Properties=species:S:1:pos:R:3:nbo_charge:R:1 method="wB97M-V/def2-TZVPD" energy_ha=-325.83802 total_charge=0 homo_energy_ev=-10.02 smiles="[H]/N=C(/C)OC1CC1" e_above_lowest_kj_mol=261.3 max_force_ev_per_a=0.83 multiplicity=1
H 0.472 2.182 1.138 0.3481
N 1.103 1.784 0.440 -0.6829
C 1.145 0.525 0.388 0.5968
C 1.943 -0.211 -0.636 -0.7004
O 0.464 -0.393 1.207 -0.5326
C -0.863 -0.119 0.864 0.0730
C -1.774 -1.059 0.168 -0.4303
C -1.175 0.086 -0.602 -0.4564
H 2.957 -0.254 -0.241 0.2427
H 1.560 -1.229 -0.749 0.2240
H 1.921 0.307 -1.598 0.2367
H -1.301 0.611 1.540 0.1840
H -1.408 -2.044 -0.104 0.2284
H -2.825 -0.986 0.413 0.2209
H -0.481 -0.182 -1.403 0.2263
H -1.738 0.982 -0.826 0.2217

Record 3
20
Properties=species:S:1:pos:R:3:nbo_charge:R:1 method="wB97M-V/def2-TZVPD" energy_ha=-440.40713 total_charge=0 homo_energy_ev=-10.64 smiles="CC[C@@H](C#N)CC=O.O" e_above_lowest_kj_mol=210.3 max_force_ev_per_a=3.94 multiplicity=1
C 1.078 -3.305 -1.491 -0.6112
C 1.760 -2.869 -0.202 -0.3943
C 3.153 -3.489 0.008 -0.3144
C 4.126 -2.941 -0.956 0.2908
N 4.861 -2.406 -1.671 -0.3105
C 3.702 -3.372 1.432 -0.5154
C 2.825 -3.907 2.533 0.4420
O 2.163 -3.188 3.278 -0.5186
H 1.571 -2.881 -2.377 0.2193
H 1.090 -4.400 -1.585 0.1998
H 0.029 -2.978 -1.497 0.2235
H 1.846 -1.773 -0.161 0.2405
H 1.137 -3.164 0.652 0.2089
H 3.082 -4.569 -0.209 0.2440
H 4.656 -3.922 1.495 0.2367
H 4.027 -2.466 2.058 0.2428
H 2.543 -4.973 2.411 0.1123
O 3.048 -0.108 1.571 -0.9541
H 2.615 -0.752 2.232 0.4851
H 4.000 -0.133 1.696 0.4727

Record 4
110
Properties=species:S:1:pos:R:3:mulliken_spin:R:1 method="wB97M-V/def2-TZVPD" energy_ha=-6604.91121 total_charge=+4 homo_energy_ev="-18.04 / -18.71" s_squared=8.79 e_above_lowest_kj_mol=0.0 max_force_ev_per_a=0.46 multiplicity=6
Pd 2.540 -1.432 0.740 1.4103
C 4.763 -4.563 -0.059 0.0044
C 5.493 -3.233 -0.093 -0.0232
C 5.684 -2.727 -1.510 0.0106
C 6.815 -3.306 0.655 0.0536
O 4.638 -2.261 0.615 0.1479
Ge 4.924 -1.305 2.108 0.8746
O 3.355 -1.980 2.740 0.1778
C 2.684 -1.682 4.015 -0.0105
C 3.748 -1.718 5.100 0.0144
C 1.670 -2.797 4.197 0.0003
C 2.013 -0.321 3.939 0.0098
O 4.038 0.132 1.469 0.1010
C 4.534 1.231 0.634 -0.0323
C 4.221 0.899 -0.817 0.0402
C 3.782 2.467 1.094 0.0010
C 6.032 1.368 0.861 0.0350
H 5.356 -5.329 -0.559 0.0003
H 4.584 -4.885 0.968 -0.0003
H 3.806 -4.487 -0.581 -0.0037
H 6.251 -3.456 -2.088 0.0007
H 4.722 -2.580 -2.005 -0.0036
H 6.236 -1.786 -1.523 -0.0006
H 7.483 -4.027 0.187 0.0026
H 7.321 -2.336 0.646 -0.0073
H 6.660 -3.632 1.689 -0.0049
H 4.253 -2.684 5.120 0.0027
H 4.492 -0.928 4.943 -0.0055
H 3.301 -1.549 6.079 0.0007
H 2.164 -3.764 4.288 -0.0015
H 1.081 -2.622 5.097 0.0022
H 0.987 -2.832 3.342 0.0000
H 2.740 0.473 3.763 0.0040
H 1.269 -0.291 3.136 -0.0092
H 1.505 -0.117 4.880 -0.0025
H 3.140 0.895 -0.990 -0.0108
H 4.664 1.647 -1.474 -0.0017
H 4.635 -0.071 -1.096 -0.0029
H 2.706 2.300 1.009 0.0015
H 4.017 2.702 2.132 -0.0006
H 4.059 3.322 0.477 0.0014
H 6.564 0.484 0.493 -0.0038
H 6.427 2.230 0.326 0.0003
H 6.251 1.505 1.922 -0.0012
N 1.150 -3.020 0.133 0.1530
C -0.246 -2.570 0.355 -0.0386
C -1.271 -3.475 -0.338 0.0080
C -1.571 -4.740 0.478 0.0031
C -2.650 -5.660 -0.084 0.0017
N -4.004 -5.129 0.088 0.0002
C -5.106 -5.848 -0.143 0.0000
N -5.011 -7.076 -0.638 0.0000
N -6.308 -5.333 0.110 0.0000
C -0.334 -1.072 -0.006 -0.0036
O -1.398 -0.580 -0.365 0.0508
O 0.760 -0.402 0.137 0.1447
H 1.303 -3.173 -0.862 -0.0032
H 1.330 -3.907 0.596 -0.0086
H -0.405 -2.607 1.438 -0.0008
H -0.854 -3.781 -1.303 -0.0018
H -2.166 -2.891 -0.560 0.0011
H -1.808 -4.484 1.516 0.0000
H -0.672 -5.360 0.514 -0.0007
H -2.589 -6.612 0.448 0.0002
H -2.460 -5.847 -1.145 0.0002
H -4.117 -4.201 0.462 -0.0002
H -4.126 -7.486 -0.876 0.0000
H -5.831 -7.642 -0.787 0.0000
H -6.413 -4.439 0.558 0.0000
H -7.145 -5.879 -0.018 0.0000
C -4.347 0.408 -3.602 0.0072
C -3.377 1.454 -3.065 0.0240
C -2.849 2.371 -4.165 -0.0197
C -1.610 3.160 -3.772 0.0351
N -1.870 4.070 -2.632 -0.0034
C -1.662 3.788 -1.317 -0.0058
Se -0.978 2.224 -0.631 1.1701
N -2.028 4.871 -0.569 0.0377
C -1.942 4.946 0.909 0.0089
C -3.044 4.175 1.630 0.0125
C -4.446 4.780 1.524 0.0018
C -5.199 4.428 0.243 0.0011
C -2.450 5.855 -1.401 0.2184
C -2.921 7.150 -1.145 -0.0543
C -3.259 7.887 -2.243 0.1587
C -3.141 7.370 -3.589 0.1716
C -2.695 6.103 -3.853 -0.0452
C -2.351 5.337 -2.737 0.2128
H -4.705 -0.238 -2.801 -0.0002
H -3.868 -0.215 -4.357 -0.0005
H -5.216 0.880 -4.061 0.0016
H -2.534 0.939 -2.578 0.0152
H -3.876 2.044 -2.289 -0.0133
H -3.631 3.067 -4.481 0.0022
H -2.585 1.786 -5.048 -0.0006
H -1.252 3.785 -4.588 0.0015
H -0.787 2.505 -3.476 -0.0095
H -1.979 6.004 1.159 0.0021
H -0.948 4.585 1.184 -0.0098
H -2.732 4.134 2.675 -0.0005
H -3.065 3.138 1.274 -0.0051
H -4.386 5.866 1.650 0.0013
H -5.029 4.423 2.373 -0.0001
H -4.715 4.808 -0.661 0.0040
H -6.203 4.848 0.258 0.0001
H -5.298 3.345 0.138 0.0002
H -3.015 7.546 -0.144 -0.0005
H -3.631 8.895 -2.116 0.0012
H -3.421 8.018 -4.410 0.0011
H -2.621 5.725 -4.863 0.0010

Record 5
9
Properties=species:S:1:pos:R:3:nbo_charge:R:1 method="wB97M-V/def2-TZVPD" energy_ha=-1021.31746 total_charge=0 homo_energy_ev=-9.08 e_above_lowest_kj_mol=311.2 max_force_ev_per_a=5.34 multiplicity=1
C -0.674 0.266 -0.214 -1.0010
P 0.383 -1.225 -0.009 0.3545
P -0.207 1.879 0.053 0.3838
I -2.801 -0.175 -0.069 0.1981
H -0.400 0.325 -2.091 0.1684
H 1.703 -0.580 -0.325 -0.0162
H 0.757 -1.004 1.398 -0.0344
H -0.170 1.955 1.488 -0.0384
H 1.171 1.383 -0.053 -0.0148

Record 6
12
Properties=species:S:1:pos:R:3:nbo_charge:R:1 method="wB97M-V/def2-TZVPD" energy_ha=-360.62401 total_charge=0 homo_energy_ev=-9.95 smiles="O=C[C@H]1CN=CO1" e_above_lowest_kj_mol=119.2 max_force_ev_per_a=0.68 multiplicity=1
O 0.122 2.120 1.248 -0.5005
C 0.763 1.369 0.556 0.4216
C 0.514 -0.130 0.508 -0.0514
C -0.984 -0.475 0.457 -0.2772
N -1.240 -0.679 -0.974 -0.4492
C -0.102 -0.749 -1.519 0.3678
O 1.016 -0.599 -0.754 -0.4924
H 1.567 1.716 -0.125 0.1232
H 1.067 -0.616 1.317 0.2238
H -1.234 -1.391 1.007 0.2089
H -1.584 0.348 0.854 0.2317
H 0.095 -0.912 -2.574 0.1938